(1)
Density functional theory data (ωB97M-V/def2-TZVPD) for a 11-piece molecular cluster, C22H66O19 overall in a non-equilibrium geometry.

Geometry as XYZ:
```
107
C22H66O19, DFT ωB97M-V/def2-TZVPD
C -17.41480 6.17837 -24.14624
C -15.91063 6.24344 -24.34215
O -15.59685 5.39326 -25.41373
H -17.96548 6.37548 -25.06602
H -17.70085 6.92867 -23.40913
H -17.79501 5.22293 -23.78472
H -15.41747 5.93614 -23.41994
H -15.66349 7.28923 -24.52475
H -15.96101 5.81094 -26.19765
C -16.91365 10.29993 -21.46986
C -15.99995 9.57540 -22.52144
O -15.18282 8.72466 -21.76679
H -17.67718 10.88422 -21.98342
H -16.32753 10.94154 -20.81190
H -17.44034 9.59391 -20.82781
H -15.48893 10.28258 -23.17477
H -16.56872 8.90911 -23.17001
H -14.60361 8.23771 -22.35755
C -18.14307 9.00297 -17.82240
C -16.66613 8.69852 -17.71547
O -16.35852 7.68292 -18.63960
H -18.38891 9.80982 -17.13200
H -18.66459 8.14244 -17.40335
H -18.55471 9.25277 -18.80028
H -16.46950 8.30219 -16.71930
H -16.06488 9.58563 -17.91455
H -16.29688 8.10954 -19.49739
C -20.87661 10.08883 -22.16473
C -21.46037 11.00788 -21.04752
O -21.16929 10.47124 -19.75364
O -21.58983 8.84432 -22.25264
H -19.85451 9.77129 -21.95839
H -20.88832 10.66487 -23.09001
H -22.50878 11.19249 -21.28175
H -20.91011 11.94251 -21.15604
H -20.93862 9.54493 -19.85532
H -21.28147 8.29555 -21.52782
C -17.79149 12.37595 -26.55395
C -17.29442 11.32334 -25.56453
O -18.24440 10.91451 -24.61450
O -18.96832 11.96351 -27.29219
H -17.06095 12.58470 -27.33551
H -18.04686 13.33735 -26.10832
H -16.52424 11.76337 -24.93106
H -16.89748 10.41948 -26.02668
H -19.04498 10.80966 -25.13380
H -19.18165 12.76236 -27.77998
C -13.34101 13.13977 -20.20753
C -13.22353 12.83852 -18.66732
O -12.15826 13.47167 -18.05429
O -12.48745 12.28975 -20.95207
H -13.13502 14.20771 -20.27954
H -14.38430 13.03373 -20.50483
H -13.14714 11.76751 -18.47969
H -14.17351 13.16095 -18.24108
H -11.33900 13.09512 -18.38387
H -11.61466 12.33796 -20.55518
C -18.27015 13.39999 -19.06739
C -19.19424 12.70117 -18.03924
O -20.08462 13.64256 -17.39412
O -17.25505 14.11793 -18.37953
H -18.82474 14.14912 -19.63249
H -17.85713 12.67804 -19.77188
H -18.58961 12.18206 -17.29557
H -19.79273 11.91559 -18.50050
H -19.47337 14.15875 -16.86355
H -16.64189 14.47161 -19.02803
C -14.23871 13.41735 -23.87170
C -13.52169 14.80715 -23.68944
O -12.24302 14.78199 -24.33473
O -13.42884 12.27102 -23.54603
H -14.52815 13.24447 -24.90826
H -15.14102 13.51830 -23.26858
H -13.38853 15.00310 -22.62551
H -14.15551 15.55464 -24.16655
H -11.77725 15.62027 -24.37868
H -13.18884 12.31284 -22.61745
C -12.83614 10.93044 -26.85779
C -12.19241 12.32363 -26.72917
O -11.46348 12.30396 -25.45170
O -13.86163 10.92117 -25.93624
H -12.11787 10.12798 -26.68971
H -13.20908 10.71464 -27.85901
H -12.82948 13.20057 -26.84412
H -11.42691 12.49289 -27.48644
H -11.95570 12.69472 -24.72601
H -13.59241 11.10113 -25.03251
C -11.38539 6.60356 -24.65862
C -12.64924 7.52331 -24.39889
O -13.11810 7.42029 -23.02561
O -10.15453 7.18730 -24.16097
H -11.25563 6.46965 -25.73255
H -11.46921 5.56656 -24.33349
H -13.42168 7.20642 -25.09962
H -12.35424 8.55322 -24.59980
H -12.40808 7.33143 -22.38563
H -10.04234 6.80884 -23.28589
C -13.52881 5.84308 -19.91718
C -13.13794 6.78602 -18.71946
O -11.73272 6.82639 -18.39479
O -13.71292 4.47329 -19.56534
H -12.82411 5.76103 -20.74469
H -14.47369 6.14800 -20.36699
H -13.72208 6.54921 -17.83019
H -13.50721 7.79820 -18.88449
H -11.63954 7.34390 -17.59161
H -14.52812 4.37551 -19.06785
```

Values from the calculation:
E_LUMO (alpha / beta) ... -2.58 / -8.94 eV
Maximum force ... 3.91 eV/A
Expectation value of S² ... 0.76
2S+1 ... 2
HOMO-LUMO gap (alpha / beta) ... 9.061 / 2.697 eV
Total charge ... +1
E_tot ... -2306.79311 a.u.
HOMO (alpha / beta) ... -0.428 / -0.428 hartree

Atomic partial charges in e from the Mulliken method, atoms 1 to 6: -1.109, 0.637, -0.565, 0.357, 0.228, 0.319

(2)
Density functional theory data (ωB97M-V/def2-TZVPD) for a 13-piece molecular cluster, C22H69F3N15O14 overall in a non-equilibrium geometry.

Geometry as XYZ:
```
123
C22H69F3N15O14, DFT ωB97M-V/def2-TZVPD
C 25.84634 6.97372 13.22701
O 24.61446 7.08335 12.53909
O 26.19038 8.23569 13.70675
C 25.92449 5.82009 14.29300
F 26.89612 5.89710 15.14030
F 24.80867 5.84258 15.02104
F 26.03550 4.51024 13.87536
C 24.00621 6.00492 11.82925
C 22.72210 6.69088 11.20857
H 22.22159 5.94770 10.58787
H 22.01620 6.97284 11.98979
H 22.83168 7.64799 10.69864
H 23.70693 5.06871 12.30049
H 24.66536 5.79274 10.98746
H 26.56974 6.62098 12.49192
C 20.27713 7.09924 15.49312
O 19.40513 6.62307 16.21016
N 20.37597 8.37371 15.30596
N 21.05455 6.39027 14.76035
H 19.85977 8.94721 15.95768
H 21.10261 8.70896 14.68976
H 21.79148 6.83199 14.22939
H 20.94582 5.38864 14.83109
C 28.86883 3.94757 11.54493
O 29.79261 4.20004 10.76175
N 27.63047 4.09352 11.22932
N 29.04285 3.34393 12.63516
H 27.58402 4.44792 10.28467
H 26.87165 4.12604 11.89508
H 29.93708 3.01709 12.97225
H 28.20454 3.31128 13.19753
C 23.36480 10.75587 9.05695
O 22.55468 10.17056 9.68220
N 24.28047 11.49005 9.56293
N 23.45367 10.73012 7.77026
H 24.94272 11.87255 8.90322
H 24.26043 11.82261 10.51639
H 22.81673 10.10027 7.30368
H 24.01075 11.39706 7.25552
C 22.94045 10.43544 13.33757
O 22.27199 9.92263 14.25456
N 23.86023 9.90377 12.55781
N 22.99861 11.74272 13.24488
H 23.68231 10.12784 11.58918
H 24.21270 9.00066 12.84110
H 23.69613 12.17028 12.65263
H 22.44178 12.41180 13.75710
C 19.48845 5.15146 7.41744
O 18.96875 5.85902 6.61025
N 20.76240 5.07190 7.72266
N 18.78562 4.24911 8.05055
H 21.21351 4.46962 8.39635
H 21.35054 5.84330 7.44136
H 19.24709 3.82274 8.84134
H 17.79314 4.30777 7.87268
C 27.37058 1.20741 15.65634
O 27.06190 1.54361 16.76027
N 26.61585 1.25585 14.60369
N 28.55344 0.92594 15.24335
H 27.11317 1.20196 13.72627
H 25.72995 1.71691 14.75435
H 29.21150 1.01385 16.00448
H 28.76279 0.53880 14.33430
C 28.70823 9.91400 9.03294
C 28.82667 8.83204 10.10643
C 29.86552 9.45879 11.19183
O 29.94251 8.71546 12.36698
C 30.45899 7.41620 12.11069
N 27.49729 8.55542 10.57537
H 28.14301 10.75129 9.44229
H 28.12525 9.49704 8.21173
H 29.62817 10.43472 8.76711
H 29.22847 7.89989 9.70923
H 29.57594 10.45162 11.53609
H 30.86334 9.63391 10.78960
H 31.45543 7.60055 11.70915
H 29.81918 6.74919 11.53289
H 30.55255 6.82560 13.02203
H 27.56098 7.94761 11.37948
H 27.15656 9.41215 10.98770
C 18.86520 7.48081 10.55561
C 17.49232 7.43308 11.20720
C 17.49772 7.84901 12.67964
O 16.18735 7.85433 13.32949
C 16.29237 7.59634 14.75095
N 16.70277 8.41436 10.43364
H 19.35699 8.45351 10.56622
H 18.93293 7.10622 9.53424
H 19.49463 6.74195 11.05162
H 17.25409 6.37142 11.27209
H 17.91221 8.84761 12.81779
H 18.18261 7.19539 13.21985
H 17.10971 8.18680 15.16500
H 16.47659 6.55001 14.99453
H 15.41791 7.97416 15.28073
H 15.74300 8.27935 10.71777
H 16.73007 8.12020 9.46781
C 26.72732 6.59185 19.94901
C 27.34369 7.32072 18.71111
C 28.53079 6.50656 18.12613
O 28.23633 5.24591 17.52028
C 29.28093 4.76065 16.70055
N 26.22949 7.33446 17.73843
H 27.27206 6.80539 20.86866
H 26.80759 5.51284 19.81721
H 25.70644 6.90954 20.16111
H 27.71827 8.28330 19.05931
H 29.25155 6.35041 18.92877
H 28.99608 7.09845 17.33793
H 29.43980 5.34751 15.79587
H 28.92533 3.80038 16.32699
H 30.27379 4.75240 17.15029
H 26.63101 7.10089 16.84159
H 25.75304 6.45067 17.84792
O 22.37819 7.98466 7.96167
H 22.41453 8.51254 8.75932
H 23.25919 7.62071 7.87441
O 25.63922 3.74135 17.19314
H 26.23973 4.48477 17.13904
H 26.19563 2.97343 17.06302
O 28.23346 9.93940 13.83505
H 28.94543 9.36569 13.55185
H 27.46960 9.36512 13.88922
```

Values from the calculation:
E_LUMO ... 1.75 eV
Maximum force ... 7.00 eV/A
HOMO-LUMO gap ... 7.146 eV
Total charge ... -1
E_tot ... -3054.01717 a.u.
HOMO ... -0.198 hartree

Atomic partial charges in e from the Mulliken method, atoms 1 to 6: 0.693, 0.830, -1.219, 0.227, -0.022, -0.263